Entry 1:
The following is a DFT calculation (wB97M-V/def2-TZVPD) of a molecular structure, H16O8 at a distorted geometry.

Geometry (Å):
O (-20.30935, 13.40491, 9.63092)
H (-20.55318, 12.47944, 9.61400)
H (-19.86019, 13.51948, 10.46839)
O (-18.56468, 15.78056, 10.66440)
H (-18.01453, 16.08553, 9.94290)
H (-18.36556, 14.84738, 10.74017)
O (-17.89624, 13.83091, 9.88712)
H (-18.52040, 13.76781, 9.16416)
H (-17.08350, 14.12718, 9.47734)
O (-20.21920, 17.17951, 9.29827)
H (-20.55671, 17.97660, 9.70689)
H (-19.26778, 17.28170, 9.32260)
O (-17.83459, 12.50246, 11.34515)
H (-17.85437, 13.05613, 10.56457)
H (-17.66372, 11.62205, 11.01063)
O (-17.97831, 17.34093, 9.18060)
H (-17.83103, 18.26789, 9.36846)
H (-17.15606, 17.04101, 8.79307)
O (-18.86795, 16.14764, 7.46984)
H (-18.15998, 16.28510, 8.09921)
H (-19.56178, 16.74196, 7.75552)
O (-19.81116, 17.14028, 11.86088)
H (-19.04012, 16.69935, 11.50409)
H (-19.76215, 16.98387, 12.80394)

Output
E_HOMO (eV): -9.7105
LUMO level (eV): -0.7
Maximum force (eV/A): 11.48



Entry 2:
The following is a DFT calculation (wB97M-V/def2-TZVPD) of 2 unconnected molecules or ions with the total composition C13H25BNO7 at a distorted geometry.

Geometry (Å):
C (0.36957, -0.93278, 1.96443)
C (0.64819, 0.63319, 1.67623)
O (1.76036, 0.86218, 0.77153)
B (1.77133, 2.25630, 0.33344)
O (1.80437, 2.62103, -1.07741)
C (1.79580, 3.37959, 1.50637)
C (0.70970, 4.19240, 1.92301)
C (-0.79194, 4.32851, 1.41643)
C (-1.80692, 3.21736, 1.98560)
C (-2.77596, 2.80118, 0.76500)
O (-2.09838, 2.05925, -0.28036)
C (1.40146, 5.01088, 3.12254)
O (0.84674, 5.58538, 4.07721)
O (2.83362, 4.92428, 2.91804)
C (3.16289, 3.65619, 2.32918)
O (4.20212, 2.98648, 2.38808)
H (-0.49590, -0.94636, 2.73407)
H (1.25062, -1.44324, 2.48705)
H (-0.02023, -1.49254, 1.05088)
H (0.77335, 1.12074, 2.71153)
H (-0.29944, 1.01222, 1.13128)
H (2.66150, 2.28390, -1.44757)
H (-0.83852, 4.33065, 0.27651)
H (-1.17134, 5.34608, 1.81328)
H (-1.31378, 2.33187, 2.50455)
H (-2.50294, 3.70030, 2.77215)
H (-3.73127, 2.26526, 1.10217)
H (-3.10637, 3.80525, 0.28760)
H (-2.74614, 1.74070, -0.95333)
C (0.49553, -4.11764, -3.87082)
C (-0.85460, -4.02416, -3.17522)
C (-0.84505, -3.08647, -1.96355)
O (-0.20988, -3.73572, -0.86392)
C (1.13595, -3.31235, -0.63040)
N (-1.21242, -5.38978, -2.67246)
H (1.24659, -4.61567, -3.25464)
H (0.40876, -4.68877, -4.79999)
H (0.86724, -3.12418, -4.12828)
H (-1.62350, -3.72762, -3.89282)
H (-1.88009, -2.90696, -1.65297)
H (-0.40656, -2.11236, -2.19487)
H (1.30190, -2.27038, -0.91326)
H (1.82466, -3.96332, -1.17396)
H (1.34280, -3.41888, 0.43566)
H (-1.01242, -6.14193, -3.33516)
H (-2.19872, -5.44490, -2.39737)
H (-0.67270, -5.55513, -1.80551)

Output
E_HOMO (eV): -11.9694
LUMO level (eV): -3.5
Net charge: +1
Maximum force (eV/A): 5.22